{"formula": "C20H18KN7S2", "method": "ωB97M-V/def2-TZVPD", "elements": ["K", "C", "C", "C", "C", "C", "C", "H", "H", "H", "H", "H", "H", "S", "C", "C", "C", "C", "N", "C", "C", "C", "S", "C", "N", "H", "H", "C", "C", "C", "C", "N", "C", "N", "N", "N", "H", "H", "H", "H", "H", "H", "H", "H", "H", "H", "N", "C"], "coordinates": [[1.03345, -0.51581, -0.86582], [-0.91060, 1.91388, 2.48147], [-1.78558, 2.18980, 1.44561], [-1.33858, 2.86981, 0.31853], [-0.01424, 3.26189, 0.23135], [0.87175, 2.96953, 1.26309], [0.42073, 2.30277, 2.38945], [-1.24276, 1.33329, 3.33277], [-2.80106, 1.81774, 1.46955], [-2.01432, 3.01697, -0.51316], [0.34904, 3.74871, -0.66583], [1.92191, 3.21030, 1.15646], [1.11550, 2.03010, 3.17429], [-0.83743, -2.88539, -0.97758], [-2.40569, -2.55851, -1.65388], [-3.24031, -3.64844, -1.92501], [-4.51350, -3.52554, -2.46851], [-5.29711, -4.69348, -2.71081], [-5.91542, -5.64814, -2.90447], [-4.99398, -2.23927, -2.76972], [-4.18078, -1.14192, -2.51061], [-2.89661, -1.24116, -1.95548], [-2.02324, 0.23075, -1.66990], [-6.28968, -2.02910, -3.33397], [-7.33004, -1.83864, -3.79470], [-2.85729, -4.63371, -1.69323], [-4.54555, -0.14989, -2.74318], [2.02407, -5.63830, 4.22882], [3.20015, -4.66994, 4.29236], [3.36266, -4.04595, 5.67614], [3.19984, -3.63561, 3.16608], [2.08547, -2.68764, 3.17408], [1.84773, -1.71378, 2.28163], [0.72427, -1.12716, 2.59858], [0.28344, -1.73631, 3.71220], [1.07915, -2.68113, 4.06358], [2.14438, -6.41730, 4.98462], [1.96017, -6.12020, 3.25152], [1.07950, -5.12939, 4.41256], [4.10826, -5.25009, 4.08359], [2.46972, -3.49527, 5.96410], [4.21015, -3.35735, 5.70316], [3.53731, -4.82306, 6.42335], [3.17347, -4.14378, 2.20095], [4.11762, -3.04547, 3.20348], [2.49972, -1.47675, 1.45301], [3.62191, -0.60138, -0.51470], [3.48586, 0.55720, -0.45994]], "mulliken_charge": [0.755, -0.294, -0.290, -0.484, -0.365, -0.333, -0.265, 0.315, 0.335, 0.406, 0.340, 0.296, 0.315, -0.563, -0.066, -0.834, 0.590, 0.066, -0.647, 0.572, -0.749, -0.039, -0.420, 0.047, -0.643, 0.415, 0.408, -1.446, 0.583, -1.472, -0.832, 0.519, -0.418, 0.115, -0.802, -0.074, 0.411, 0.362, 0.327, 0.300, 0.329, 0.347, 0.421, 0.396, 0.394, 0.599, -0.659, -0.270], "charge": -2, "homo_ev": -0.916, "e_above_lowest_kcal_mol": 12.2, "homo_lumo_gap_ev": 4.811, "e_tot_ev": -69459.6387, "lumo_ev": 3.895}